Record 1
An isolated molecule of C17H16N4O5S3 at a distorted geometry. Source: the OMol25 dataset; level of theory: ωB97M-V with the def2-TZVPD basis set.

Last column: Mulliken charge in e.
CARTESIAN COORDINATES (ANGSTROEM)
C (0.34, 4.30, -1.15)  -1.19
C (-0.83, 3.43, -0.74)  0.84
O (-1.60, 3.70, 0.15)  -0.62
N (-0.91, 2.30, -1.52)  -0.09
C (-1.68, 1.17, -1.31)  0.44
C (-2.58, 1.06, -0.24)  -0.60
C (-3.20, -0.14, 0.01)  -0.49
C (-2.98, -1.22, -0.82)  -0.18
S (-3.47, -2.85, -0.27)  1.33
O (-4.04, -2.75, 1.04)  -0.65
O (-4.17, -3.60, -1.27)  -0.72
N (-1.95, -3.65, -0.16)  -0.32
C (-0.81, -2.87, -0.09)  -0.26
C (0.26, -3.06, -0.98)  -0.92
C (1.27, -2.13, -1.05)  -0.54
C (1.22, -1.01, -0.23)  0.10
S (2.38, 0.29, -0.54)  1.47
O (3.00, 0.09, -1.82)  -0.79
O (1.78, 1.57, -0.30)  -0.63
N (3.64, 0.03, 0.57)  -0.29
C (3.49, 0.39, 1.87)  0.23
N (2.35, 0.46, 2.47)  -0.10
C (2.49, 0.83, 3.77)  -0.66
C (3.76, 1.03, 4.19)  -0.24
S (4.88, 0.77, 2.89)  -0.18
C (0.23, -0.86, 0.73)  -0.34
C (-0.76, -1.81, 0.82)  -0.46
C (-2.19, -1.10, -1.95)  -0.46
C (-1.54, 0.09, -2.19)  -0.55
H (1.25, 3.76, -0.91)  0.25
H (0.31, 5.23, -0.58)  0.35
H (0.31, 4.52, -2.21)  0.35
H (-0.18, 2.18, -2.20)  0.27
H (-2.74, 1.91, 0.41)  0.53
H (-3.84, -0.28, 0.87)  0.49
H (-1.91, -4.41, -0.82)  0.37
H (0.26, -3.92, -1.64)  0.37
H (2.07, -2.22, -1.76)  0.49
H (4.57, 0.04, 0.18)  0.27
H (1.61, 0.92, 4.37)  0.41
H (4.12, 1.31, 5.16)  0.44
H (0.27, 0.00, 1.38)  0.71
H (-1.55, -1.73, 1.55)  0.72
H (-2.07, -1.94, -2.62)  0.45
H (-0.88, 0.19, -3.04)  0.39

Computed properties:
- SMILES = CC(=O)Nc1ccc(S(=O)(=O)Nc2ccc(S(=O)(=O)Nc3nccs3)cc2)cc1
- multiplicity = 1
- calculated total energy (a.u.) = -2447.211457
- gap between HOMO and LUMO (Eh) = 0.334

Record 2
C17H17BEuN8O6 as an isolated structure at a distorted geometry. Source: the OMol25 dataset; level of theory: ωB97M-V with the def2-TZVPD basis set.

Last column: Löwdin spin population.
CARTESIAN COORDINATES (ANGSTROEM)
H (-1.69, -1.77, 2.01)  0.00
N (-0.96, -2.49, 0.16)  -0.01
B (-0.54, -3.83, -1.99)  0.00
N (-1.19, -3.63, -0.59)  0.00
C (-1.99, -4.46, 0.10)  0.00
Eu (0.70, -0.69, -0.22)  7.03
H (-2.22, -5.41, -0.32)  0.00
C (-2.33, -3.85, 1.31)  0.00
H (-2.94, -4.24, 2.08)  0.00
C (-1.68, -2.60, 1.30)  0.00
H (-0.99, -4.81, -2.51)  0.00
C (3.01, 1.62, -0.54)  0.00
H (3.25, 2.61, -0.14)  0.00
H (2.30, 1.74, -1.38)  0.00
H (3.91, 1.11, -0.90)  0.00
N (0.99, -3.95, -1.76)  0.00
N (-0.76, -2.59, -2.92)  0.00
N (1.71, -2.92, -1.16)  -0.01
N (-0.54, -1.28, -2.51)  -0.01
C (1.80, -4.97, -2.05)  0.00
C (-1.20, -2.61, -4.19)  0.00
H (1.36, -5.85, -2.52)  0.00
H (-1.38, -3.57, -4.66)  0.00
C (3.09, -4.65, -1.65)  0.00
C (-1.33, -1.30, -4.64)  0.00
C (3.00, -3.35, -1.11)  0.00
C (-0.93, -0.49, -3.54)  0.00
H (3.96, -5.27, -1.76)  0.00
H (-1.65, -0.99, -5.61)  0.00
H (3.78, -2.71, -0.70)  0.00
H (-0.95, 0.59, -3.47)  0.00
H (2.56, 1.03, 0.28)  0.00
O (0.04, 0.41, 2.11)  0.00
C (-0.14, 1.48, 1.47)  0.00
O (-0.12, 1.47, 0.17)  -0.01
C (-0.37, 2.86, 2.09)  0.00
C (-0.42, 3.95, 1.21)  0.00
C (-0.64, 5.27, 1.69)  0.00
C (-0.78, 5.54, 3.06)  0.00
C (-0.68, 4.46, 3.94)  0.00
C (-0.46, 3.14, 3.47)  0.00
N (-0.82, 4.72, 5.36)  0.00
O (-1.05, 5.89, 5.71)  0.00
O (-0.72, 3.78, 6.17)  0.00
N (-0.76, 6.34, 0.73)  0.00
O (-0.62, 6.05, -0.47)  0.00
O (-1.00, 7.50, 1.12)  0.00
H (-0.29, 3.79, 0.14)  0.00
H (-0.97, 6.55, 3.42)  0.00
H (-0.36, 2.35, 4.20)  0.00

Computed properties:
- multiplicity = 8
- energy relative to the best compared isomer or geometry (same formula, charge and spin) (kJ/mol) = 0.00
- calculated total energy (a.u.) = -2282.661977
- gap between HOMO and LUMO (alpha / beta) (Eh) = 0.227 / 0.283

Record 3
C17H17ClGa as an isolated structure at a distorted geometry. Source: the OMol25 dataset; level of theory: ωB97M-V with the def2-TZVPD basis set.

Last column: Mulliken charge in e.
CARTESIAN COORDINATES (ANGSTROEM)
C (-2.79, -0.89, -0.11)  -0.05
C (-1.70, -1.07, -1.08)  -0.80
C (-1.41, 0.19, -1.64)  -0.41
H (-1.32, -2.03, -1.42)  0.52
C (-2.26, 1.16, -1.06)  -0.57
C (-3.14, 0.53, -0.16)  -0.72
H (-3.98, 0.98, 0.37)  0.42
H (-3.42, -1.70, 0.26)  0.55
H (-0.70, 0.37, -2.45)  0.42
H (-2.29, 2.21, -1.35)  0.41
Ga (-1.14, -0.64, 1.17)  0.47
Cl (0.11, -2.39, 1.16)  -0.36
C (2.91, 0.24, -0.24)  -0.58
C (2.62, 1.49, -0.87)  -0.65
C (2.10, 1.22, -2.17)  -0.53
H (2.76, 2.48, -0.42)  0.38
C (2.14, -0.20, -2.37)  -0.67
C (2.63, -0.80, -1.17)  -0.53
H (2.72, -1.87, -0.97)  0.38
H (3.29, 0.11, 0.77)  0.49
H (1.77, 1.96, -2.89)  0.41
H (1.83, -0.72, -3.27)  0.46
C (-0.31, 0.93, 2.09)  -0.86
C (-0.34, 0.65, 3.57)  0.19
C (0.76, 0.09, 4.25)  -0.31
C (0.58, -0.45, 5.53)  -0.38
C (-0.68, -0.42, 6.14)  -0.48
C (-1.72, 0.31, 5.55)  -0.37
C (-1.54, 0.86, 4.27)  -0.48
H (0.70, 1.03, 1.68)  0.39
H (-0.92, 1.80, 1.82)  0.50
H (1.73, 0.03, 3.75)  0.38
H (1.43, -0.92, 6.04)  0.35
H (-0.85, -0.96, 7.08)  0.35
H (-2.67, 0.44, 6.06)  0.34
H (-2.36, 1.39, 3.77)  0.34

Computed properties:
- charge = -1
- multiplicity = 1
- calculated total energy (a.u.) = -3042.972298
- gap between HOMO and LUMO (Eh) = 0.189

Record 4
A 2-piece molecular cluster, C17H17FNO3 overall. Source: the OMol25 dataset; level of theory: ωB97M-V with the def2-TZVPD basis set.

Last column: Mulliken charge in e.
CARTESIAN COORDINATES (ANGSTROEM)
C (2.93, -1.99, -3.81)  -1.37
C (1.86, -2.07, -2.74)  0.45
F (1.30, -3.35, -2.78)  -0.31
C (2.37, -1.81, -1.33)  -0.76
N (3.41, -2.80, -0.92)  0.05
O (2.88, -4.08, -0.68)  -0.32
H (2.52, -1.64, -4.76)  0.33
H (3.35, -2.98, -3.98)  0.37
H (3.75, -1.32, -3.52)  0.37
H (1.05, -1.37, -2.92)  0.29
H (1.57, -1.80, -0.59)  0.37
H (2.84, -0.83, -1.32)  0.40
H (4.15, -2.84, -1.62)  0.40
H (3.84, -2.53, -0.03)  0.35
H (3.03, -4.61, -1.47)  0.36
C (0.85, 4.15, 0.64)  -0.57
C (0.03, 4.81, 1.55)  -0.50
C (-1.06, 4.17, 2.10)  -0.60
C (-1.34, 2.85, 1.75)  0.33
C (-0.53, 2.19, 0.83)  0.23
C (0.57, 2.84, 0.28)  -0.52
C (-0.83, 0.79, 0.41)  0.58
O (-0.11, 0.20, -0.37)  -0.66
C (-2.04, 0.14, 0.98)  0.27
C (-2.37, -1.15, 0.56)  -0.53
C (-3.48, -1.78, 1.09)  -0.63
C (-4.27, -1.13, 2.04)  -0.48
C (-3.94, 0.15, 2.46)  -0.65
C (-2.83, 0.79, 1.92)  0.37
C (-2.52, 2.18, 2.37)  0.47
O (-3.20, 2.73, 3.20)  -0.64
H (1.70, 4.66, 0.21)  0.41
H (0.24, 5.84, 1.82)  0.41
H (-1.71, 4.67, 2.81)  0.49
H (1.19, 2.32, -0.43)  0.43
H (-1.76, -1.64, -0.18)  0.48
H (-3.75, -2.78, 0.76)  0.41
H (-5.14, -1.63, 2.45)  0.41
H (-4.55, 0.66, 3.19)  0.50

Computed properties:
- charge = +1
- multiplicity = 1
- calculated total energy (a.u.) = -1038.061718
- gap between HOMO and LUMO (Eh) = 0.305

Record 5
A 2-piece molecular cluster, C17H17FO4S overall at a distorted geometry. Source: the OMol25 dataset; level of theory: ωB97M-V with the def2-TZVPD basis set.

Last column: Mulliken charge in e.
CARTESIAN COORDINATES (ANGSTROEM)
C (-2.81, -3.63, 1.09)  -1.02
C (-3.11, -2.75, -0.09)  -0.42
O (-2.24, -1.61, -0.04)  -0.30
C (-2.40, -0.79, -1.11)  0.47
C (-1.49, 0.34, -1.16)  -0.17
F (-1.83, 1.17, -2.17)  -0.34
S (-0.11, 1.06, -0.33)  1.56
C (0.21, 2.65, -1.03)  -0.04
C (1.41, 2.84, -1.71)  -0.22
C (1.75, 4.10, -2.17)  -0.66
C (0.89, 5.18, -1.95)  -0.32
C (-0.34, 4.98, -1.30)  -0.68
C (-0.68, 3.71, -0.83)  -0.28
O (-0.46, 1.36, 1.05)  -0.71
O (1.09, 0.32, -0.69)  -0.67
O (-3.26, -1.00, -1.95)  -0.70
H (-3.46, -4.51, 1.04)  0.41
H (-1.78, -3.98, 1.09)  0.23
H (-3.02, -3.12, 2.04)  0.26
H (-2.96, -3.28, -1.03)  0.32
H (-4.14, -2.38, -0.06)  0.40
H (2.06, 1.98, -1.88)  0.43
H (2.69, 4.22, -2.70)  0.37
H (1.16, 6.18, -2.28)  0.37
H (-1.03, 5.81, -1.13)  0.35
H (-1.62, 3.53, -0.31)  0.38
C (0.26, -1.26, 1.24)  -0.65
C (0.99, -0.48, 2.16)  -0.04
C (2.36, -0.39, 2.30)  -0.21
C (3.34, -1.20, 1.73)  -0.30
C (3.17, -2.40, 1.06)  -0.25
C (1.97, -2.97, 0.62)  -0.57
C (0.69, -2.42, 0.62)  0.03
H (-0.80, -1.06, 1.15)  0.99
H (0.40, 0.16, 2.83)  0.28
H (2.70, 0.44, 2.92)  0.34
H (4.38, -0.89, 1.92)  0.36
H (4.07, -2.99, 0.84)  0.32
H (2.03, -3.97, 0.16)  0.35
H (-0.07, -2.96, 0.07)  0.31

Computed properties:
- multiplicity = 1
- energy relative to the best compared isomer or geometry (same formula, charge and spin) (kJ/mol) = 536.07
- calculated total energy (a.u.) = -1456.816388
- gap between HOMO and LUMO (Eh) = 0.157

Record 6
C17H17N2O4PdS2Se4 as an isolated structure at a distorted geometry. Source: the OMol25 dataset; level of theory: ωB97M-V with the def2-TZVPD basis set.

Last column: Mulliken charge in e.
CARTESIAN COORDINATES (ANGSTROEM)
Pd (1.61, 1.34, 0.67)  0.72
Se (1.81, -1.47, 1.09)  0.06
Se (2.37, -1.32, 3.19)  0.17
Se (3.73, 0.50, 3.49)  0.05
Se (3.85, 1.52, 1.43)  -0.09
C (-0.59, -4.88, -1.50)  -1.40
C (-1.43, -3.88, -0.74)  0.82
C (-2.00, -4.21, 0.48)  -0.72
C (-2.79, -3.30, 1.17)  -0.36
C (-3.00, -2.04, 0.64)  0.21
C (-2.42, -1.68, -0.57)  -0.67
C (-1.65, -2.61, -1.26)  -0.72
S (-4.13, -0.92, 1.43)  1.28
O (-4.54, -1.54, 2.66)  -0.69
O (-5.06, -0.51, 0.43)  -0.68
N (-3.29, 0.42, 1.87)  -0.31
C (-2.39, 0.33, 3.01)  -0.31
C (-1.49, 1.58, 3.12)  -0.98
C (-0.39, 1.56, 2.11)  1.35
O (-0.60, 1.59, 0.87)  -0.89
O (0.82, 1.44, 2.51)  -0.59
H (-0.83, -5.90, -1.20)  0.39
H (0.47, -4.72, -1.30)  0.25
H (-0.75, -4.78, -2.57)  0.38
H (-1.85, -5.20, 0.89)  0.41
H (-3.27, -3.56, 2.10)  0.51
H (-2.62, -0.71, -1.00)  0.43
H (-1.27, -2.36, -2.24)  0.45
H (-2.95, 0.96, 1.08)  0.29
H (-1.77, -0.58, 2.97)  0.29
H (-3.00, 0.26, 3.91)  0.39
H (-1.04, 1.61, 4.11)  0.35
H (-2.10, 2.47, 2.98)  0.36
S (2.46, 0.68, -3.72)  -0.17
C (1.95, 0.39, -2.12)  0.04
N (2.13, 1.37, -1.28)  0.00
C (2.71, 2.47, -1.90)  0.11
C (3.02, 3.69, -1.29)  -0.46
C (3.60, 4.67, -2.06)  -0.75
C (3.89, 4.45, -3.42)  -0.55
C (3.57, 3.26, -4.03)  -0.50
C (2.97, 2.27, -3.25)  0.53
H (1.51, -0.55, -1.84)  0.23
H (2.77, 3.87, -0.25)  0.55
H (3.85, 5.63, -1.62)  0.41
H (4.35, 5.24, -3.99)  0.40
H (3.77, 3.10, -5.08)  0.42

Computed properties:
- charge = +1
- multiplicity = 1
- calculated total energy (a.u.) = -11598.266571
- gap between HOMO and LUMO (alpha / beta) (Eh) = 0.180 / 0.180

Record 7
An isolated molecule of C17H17N3O2S. Source: the OMol25 dataset; level of theory: ωB97M-V with the def2-TZVPD basis set.

Last column: Mulliken charge in e.
CARTESIAN COORDINATES (ANGSTROEM)
O (-0.59, -0.62, -1.51)  -0.56
C (-0.10, -0.41, -0.42)  0.67
C (0.73, -1.49, 0.28)  -1.00
O (1.91, -1.06, 0.91)  -0.42
C (2.93, -0.58, 0.13)  0.68
C (2.88, -0.43, -1.25)  -0.37
C (3.98, 0.08, -1.92)  -0.73
C (5.12, 0.44, -1.24)  -0.47
C (5.17, 0.29, 0.14)  -0.44
C (4.09, -0.22, 0.82)  -0.44
N (-0.27, 0.75, 0.27)  0.44
C (0.18, 1.01, 1.64)  -0.42
C (-0.60, 2.29, 2.01)  -0.54
N (-1.34, 2.65, 0.83)  -0.57
C (-1.13, 1.80, -0.07)  0.34
S (-1.93, 1.93, -1.64)  -0.16
C (-3.60, 1.41, -1.03)  -1.24
C (-3.48, 0.02, -0.51)  0.79
C (-3.50, -1.07, -1.37)  -0.32
C (-3.26, -2.33, -0.85)  -0.38
C (-2.98, -2.45, 0.51)  -0.50
N (-2.97, -1.42, 1.33)  -0.70
C (-3.23, -0.22, 0.84)  -0.31
H (0.11, -1.91, 1.08)  0.35
H (0.93, -2.27, -0.46)  0.36
H (1.99, -0.69, -1.81)  0.47
H (3.93, 0.20, -3.00)  0.38
H (5.98, 0.83, -1.78)  0.39
H (6.06, 0.56, 0.68)  0.37
H (4.11, -0.35, 1.89)  0.42
H (1.26, 1.17, 1.66)  0.25
H (-0.07, 0.17, 2.29)  0.33
H (-1.30, 2.13, 2.84)  0.29
H (0.05, 3.12, 2.29)  0.33
H (-4.24, 1.48, -1.90)  0.52
H (-3.90, 2.13, -0.27)  0.39
H (-3.67, -0.93, -2.42)  0.40
H (-3.26, -3.21, -1.48)  0.40
H (-2.75, -3.41, 0.95)  0.41
H (-3.23, 0.59, 1.55)  0.59

Computed properties:
- SMILES = O=C(COc1ccccc1)N1CCN=C1SCc1cccnc1
- multiplicity = 1
- energy relative to the best compared isomer or geometry (same formula, charge and spin) (kJ/mol) = 238.48
- calculated total energy (a.u.) = -1370.930743
- gap between HOMO and LUMO (Eh) = 0.340

Record 8
An isolated molecule of C17H17N3O4S at a distorted geometry. Source: the OMol25 dataset; level of theory: ωB97M-V with the def2-TZVPD basis set.

Last column: Mulliken charge in e.
CARTESIAN COORDINATES (ANGSTROEM)
C (-2.02, 1.58, -3.99)  -1.68
C (-0.93, 0.75, -3.39)  1.43
C (0.28, 0.64, -3.98)  -0.58
C (1.36, -0.14, -3.42)  0.09
O (2.46, -0.27, -3.90)  -0.64
O (1.10, -0.80, -2.24)  -0.49
C (-0.10, -0.71, -1.63)  -0.18
C (-0.24, -1.38, -0.42)  0.05
C (-1.42, -1.29, 0.30)  0.17
O (-1.39, -1.89, 1.52)  -0.51
C (-2.45, -1.68, 2.43)  -0.38
C (-2.84, -0.24, 2.74)  0.30
O (-3.95, 0.01, 3.14)  -0.63
N (-1.94, 0.77, 2.56)  0.06
C (-0.65, 0.79, 2.08)  0.29
N (-0.26, 1.68, 1.23)  -0.49
N (1.03, 1.60, 0.94)  -0.43
C (1.67, 0.69, 1.56)  0.62
C (3.12, 0.41, 1.39)  0.45
C (3.82, 0.41, 2.75)  -1.50
C (3.32, -0.93, 0.68)  -1.17
S (0.65, -0.24, 2.66)  -0.16
C (-2.50, -0.57, -0.23)  -0.73
C (-2.36, 0.08, -1.43)  -0.86
C (-1.16, 0.05, -2.15)  0.75
H (-1.69, 2.03, -4.92)  0.36
H (-2.90, 0.96, -4.20)  0.39
H (-2.32, 2.37, -3.30)  0.39
H (0.51, 1.15, -4.90)  0.40
H (0.58, -1.96, -0.03)  0.58
H (-3.36, -2.19, 2.10)  0.36
H (-2.11, -2.15, 3.36)  0.33
H (-2.36, 1.69, 2.63)  0.28
H (3.52, 1.21, 0.77)  0.26
H (3.67, 1.36, 3.26)  0.38
H (3.43, -0.39, 3.38)  0.35
H (4.89, 0.26, 2.62)  0.43
H (2.86, -0.91, -0.31)  0.14
H (2.89, -1.74, 1.26)  0.27
H (4.38, -1.13, 0.56)  0.46
H (-3.43, -0.51, 0.31)  0.40
H (-3.19, 0.64, -1.82)  0.45

Computed properties:
- SMILES = Cc1cc(=O)oc2cc(OCC(=O)Nc3nnc(C(C)C)s3)ccc12
- multiplicity = 1
- energy relative to the best compared isomer or geometry (same formula, charge and spin) (kJ/mol) = 197.02
- calculated total energy (a.u.) = -1521.439348
- gap between HOMO and LUMO (Eh) = 0.321

Which formula does entry 8 have? C17H17N3O4S

Which value of multiplicity does entry 7 give? 1

The lowest calculated total energy belongs to which entry? C17H17N2O4PdS2Se4